Entry 1:
This record from OMol25 describes a structure of composition C39H29N10O8Sc. The level of theory is ωB97M-V/def2-TZVPD.

Each line ends with the Mulliken charge.
Geometry (Å):
Sc -0.18334 0.02162 -0.11644  -0.428
O 0.77287 -5.61220 4.37785  -0.728
C 1.03454 -4.44179 4.70299  0.415
O 1.62845 -3.96385 5.68338  -0.727
C 0.56319 -3.38572 3.67685  -1.145
C 0.81278 -2.03669 3.87760  -0.875
C 0.45388 -1.12568 2.90231  0.748
N -0.14162 -1.49804 1.75636  1.533
C -0.42201 -2.79939 1.57648  0.088
C -0.08508 -3.76193 2.51189  -0.988
C -1.13189 -3.12435 0.31383  0.674
C -1.41768 -4.43300 -0.07026  -1.043
C -2.09257 -4.64822 -1.25380  -0.717
C -2.45922 -3.55941 -2.03037  -1.178
C -2.11266 -2.29764 -1.58934  -0.278
N -1.47162 -2.07755 -0.43988  0.842
C 0.63993 0.33553 3.06981  0.546
C 1.45203 0.87380 4.06394  -0.888
C 1.52689 2.24802 4.18403  -0.770
C 0.79124 3.04404 3.31872  -1.151
C 0.03713 2.42433 2.34089  -0.116
N -0.03939 1.09977 2.21236  0.703
H 1.27529 -1.75775 4.81459  0.661
H -0.29727 -4.81571 2.39676  0.718
H -1.10850 -5.26455 0.54416  0.520
H -2.32310 -5.65636 -1.57248  0.448
H -2.98879 -3.67874 -2.96509  0.496
H -2.34133 -1.42369 -2.18384  0.585
H 2.01775 0.22671 4.71751  0.438
H 2.15285 2.69489 4.94521  0.441
H 0.81429 4.12305 3.37701  0.491
H -0.52181 3.00498 1.61990  0.441
N -2.77104 -0.25537 2.54723  0.012
C -3.32462 0.47700 1.58406  0.153
N -4.50845 1.03278 1.85520  -0.817
C -5.08637 1.65308 0.83656  0.204
N -6.26376 2.25995 1.05159  -0.359
N -4.58177 1.72845 -0.41264  -0.780
C -3.38418 1.19562 -0.54703  -0.125
N -2.66423 0.59548 0.40118  1.044
C -2.76931 1.29887 -1.90298  0.696
C -3.47994 1.83991 -2.96541  -0.772
C -2.82920 2.00051 -4.17501  -0.824
C -1.49870 1.63038 -4.27359  -1.017
C -0.87646 1.07576 -3.16702  -0.988
N -1.50525 0.89669 -2.00371  1.712
H -3.23092 -0.30026 3.43878  0.292
H -1.85494 -0.65898 2.42495  -0.218
H -6.71471 2.15222 1.94161  0.262
H -6.74983 2.67187 0.27702  0.243
H -4.50684 2.13713 -2.82014  0.584
H -3.34968 2.42561 -5.02312  0.454
H -0.93938 1.76009 -5.18939  0.491
H 0.15447 0.75514 -3.20010  0.526
C 4.06702 -1.06453 0.85043  -2.208
C 2.83268 -1.00850 -0.00017  1.051
O 1.87416 -0.35810 0.43969  0.330
C 2.77237 -1.68268 -1.28169  0.810
C 3.88069 -2.42021 -1.74373  -1.041
C 3.86934 -3.05663 -2.95837  -1.021
C 2.72118 -2.96491 -3.75457  -0.566
C 1.62562 -2.24995 -3.34051  -1.165
C 1.61461 -1.58245 -2.09368  0.157
O 0.54636 -0.91268 -1.76428  0.832
H 3.85735 -0.57492 1.79744  0.285
H 4.88851 -0.54803 0.35077  0.450
H 4.37871 -2.09317 1.03032  0.456
H 4.76291 -2.48766 -1.12177  0.419
H 4.72925 -3.61827 -3.29539  0.408
H 2.69175 -3.46723 -4.71426  0.429
H 0.73465 -2.17847 -3.95185  0.437
O 2.41328 2.74230 -0.94598  -0.673
C 1.20558 2.81841 -0.85205  -0.451
O 0.42642 1.88979 -0.39287  0.301
C 0.48951 4.10509 -1.20471  0.610
C -0.88491 4.24475 -1.05454  0.221
C -1.52601 5.42104 -1.41704  -1.051
C -0.79580 6.47697 -1.93769  -0.461
C 0.57295 6.31612 -2.07286  -0.257
C 1.23639 5.15888 -1.71967  -0.451
N 1.35842 7.44199 -2.62640  1.028
O 0.74666 8.42119 -3.00353  -0.632
O 2.56000 7.30787 -2.70063  -0.605
H -1.44873 3.41425 -0.64957  0.148
H -2.59759 5.51390 -1.29596  0.501
H -1.25947 7.40541 -2.23382  0.511
H 2.30494 5.06063 -1.84002  0.669

Atomic forces in eV per Å
Sc -0.4306 -0.2868 0.2248
O -0.0547 0.1214 -0.0210
C 0.1080 -0.2710 0.1846
O -0.0789 0.0614 -0.0619
C 0.0416 0.1160 -0.1422
C 0.0029 -0.0002 0.0229
C 0.0318 -0.0040 -0.0101
N -0.0744 -0.1415 -0.0184
C 0.0113 -0.0203 0.0005
C 0.0068 -0.0112 0.0088
C 0.0243 -0.0444 0.0176
C 0.0302 0.0597 0.0721
C -0.0277 -0.0548 -0.0535
C -0.0059 0.0557 -0.0021
C -0.0546 -0.0467 0.0610
N 0.0161 0.1145 -0.2195
C 0.0596 0.0308 0.0908
C -0.0911 -0.0384 -0.0443
C 0.0134 0.0438 0.0250
C -0.0415 -0.0016 -0.0299
C -0.0453 -0.0206 0.0947
N 0.2046 0.0261 -0.2596
H 0.0274 0.0061 -0.0176
H 0.0160 -0.0021 -0.0338
H -0.0032 0.0012 0.0155
H -0.0047 0.0049 0.0077
H 0.0113 -0.0167 0.0027
H -0.0094 -0.0035 0.0065
H -0.0017 0.0058 0.0130
H 0.0063 -0.0031 -0.0049
H 0.0145 -0.0078 0.0237
H 0.0027 0.0129 -0.0275
N 0.0240 -0.0164 0.0527
C 0.0207 -0.0083 0.1136
N -0.0189 -0.0519 -0.0459
C 0.0539 0.0014 -0.0268
N -0.0034 -0.0201 0.0018
N -0.0194 -0.0223 0.0276
C -0.0052 0.0328 -0.1230
N 0.1773 0.0149 0.0502
C -0.0647 0.1354 0.1567
C 0.0336 0.0292 0.0432
C -0.0145 0.0282 -0.0560
C 0.0470 -0.0233 0.0464
C -0.0665 0.0265 -0.0201
N 0.0908 -0.1537 -0.1154
H -0.0425 0.0032 -0.0032
H -0.0986 0.0387 -0.0660
H 0.0053 0.0141 0.0030
H -0.0048 -0.0010 0.0009
H -0.0011 -0.0006 0.0265
H 0.0052 -0.0083 -0.0064
H -0.0146 0.0081 -0.0065
H 0.0082 -0.0223 0.0023
C 0.0620 0.0069 -0.0010
C -0.1379 0.0858 -0.0849
O -0.0068 0.0077 0.1555
C 0.1098 -0.0057 0.0317
C -0.0228 -0.0184 -0.0082
C 0.0189 0.0112 0.0328
C -0.0548 -0.0146 -0.0628
C 0.0239 0.0010 0.0639
C -0.0299 -0.0493 -0.1469
O 0.2064 0.0542 0.2010
H 0.0137 0.0114 -0.0049
H -0.0101 0.0014 -0.0016
H -0.0197 -0.0073 0.0117
H 0.0023 0.0060 -0.0067
H -0.0089 -0.0005 0.0101
H 0.0196 0.0045 0.0057
H 0.0014 0.0012 -0.0023
O 0.0144 -0.0583 -0.2210
C 0.0435 0.0972 0.5081
O -0.0658 0.2227 -0.2813
C 0.1035 -0.0141 -0.2139
C 0.0177 -0.0682 0.0070
C -0.0385 0.0417 0.0052
C -0.0005 -0.0933 0.0368
C 0.0826 0.1315 0.0234
C -0.1250 -0.0179 0.0311
N -0.0526 -0.1233 -0.2157
O -0.0455 0.0717 0.0754
O 0.0773 0.0020 0.0817
H -0.0110 0.0108 -0.0106
H 0.0093 0.0060 0.0015
H 0.0060 0.0098 -0.0038
H 0.0011 -0.0034 0.0017

The calculation puts the LUMO energy at -0.925 eV. For the HOMO energy, the calculation gives -7.89 eV. As for the largest force on an atom: 0.0110 Eh/bohr. As for the molar mass: 810.68 g mol⁻¹. The energy comes out at -92902.2858 eV.

***

Entry 2:
This record from OMol25 describes a structure of composition C10H10BaBrN3O4S2 in a non-equilibrium geometry. The level of theory is ωB97M-V/def2-TZVPD.

Each line ends with the Mulliken charge.
Geometry (Å):
N -0.45648 0.71008 1.77352  -0.432
C 0.36904 0.26253 0.71927  1.055
C 1.32785 1.14936 0.10319  0.266
C 1.37709 2.57669 0.51700  -2.026
S 0.04727 3.54567 -0.23483  1.012
O -0.26134 4.60213 0.66782  -0.542
O 0.46967 3.74853 -1.58614  -0.549
C 2.11005 0.63349 -0.87629  0.208
Br 3.36246 1.71694 -1.94172  -0.381
C 2.04833 -0.68979 -1.31809  0.547
N 2.76809 -1.28930 -2.26154  -0.689
S 2.21619 -2.78622 -2.33477  0.259
N 1.09656 -2.75563 -1.21646  -0.516
C 1.07797 -1.52166 -0.69688  1.101
C 0.22614 -1.04145 0.32562  -0.482
C -0.78797 -1.95880 0.93170  -1.091
C -2.21949 -1.61029 0.50974  -0.700
O -2.87494 -2.83544 0.23614  -0.314
C -4.12567 -2.75358 -0.28772  0.195
O -4.88640 -3.67430 -0.27891  -0.421
H -0.13723 0.39619 2.68290  0.243
H -0.58563 1.70958 1.83466  0.246
H 1.34275 2.70742 1.59314  0.502
H 2.23629 3.08757 0.09387  0.483
H -0.97787 2.66092 -0.24858  0.191
H -0.57559 -2.97599 0.62350  0.508
H -0.70350 -1.89271 2.01288  0.376
H -2.71965 -1.05618 1.30025  0.369
H -2.21117 -0.97061 -0.37640  0.528
H -4.38183 -1.76591 -0.70347  0.317
Ba 5.82900 2.07071 -1.56338  1.737

Atomic forces in eV per Å
N 0.1978 0.3919 0.0552
C 0.0070 0.2023 0.2462
C -0.1205 0.1791 0.0118
C -0.1247 -0.0361 -0.0592
S 0.1921 0.0003 0.2605
O -0.0949 0.1211 -0.0787
O 0.0093 0.0234 -0.2898
C 0.0025 -0.1023 -0.2400
Br -5.2639 -0.5625 -0.6069
C -0.0107 0.0719 0.0404
N 0.2670 0.1713 -0.1597
S -0.0600 -0.4508 -0.1309
N -0.0286 -0.1730 -0.0159
C 0.0927 0.0868 -0.0129
C 0.0181 -0.3973 -0.1222
C 0.0432 0.2361 0.0860
C 0.1146 0.2060 -0.1611
O -0.2000 -0.1531 0.0990
C -0.8089 -0.5621 0.1784
O 0.7471 0.5510 -0.1035
H -0.1752 -0.2340 0.0448
H -0.0655 0.0191 -0.0059
H -0.0038 0.0167 0.1202
H 0.1766 0.0944 0.2032
H -0.1222 -0.0500 -0.0479
H -0.0137 -0.1315 0.0029
H -0.0305 -0.2217 0.1286
H -0.1447 -0.0638 0.0799
H -0.0309 -0.0175 -0.1545
H 0.1431 0.0673 -0.0011
Ba 5.2879 0.7171 0.6333

The calculation puts the LUMO energy at -8.468 eV. For the HOMO energy, the calculation gives -14.14 eV. As for the largest force on an atom: 0.1045 Eh/bohr. As for the molar mass: 517.57 g mol⁻¹. The energy comes out at -115580.3804 eV. As for the total charge: +2.

***

Entry 3:
This record from OMol25 describes a cluster of 2 separate species, CH4NOP in total in a non-equilibrium geometry. The level of theory is ωB97M-V/def2-TZVPD.

Each line ends with the Mulliken charge.
Geometry (Å):
C -0.94911 -0.04977 -0.31301  -0.601
N -0.66293 0.34374 0.96894  -0.428
O 2.79476 0.06067 -0.75863  -0.316
P 2.58296 0.62893 0.54274  0.318
H -2.15409 -0.26453 -0.51384  0.256
H -0.35140 0.67702 -0.89216  0.279
H -0.45857 -0.96916 -0.72734  0.271
H -0.80160 -0.42689 1.69330  0.220

Atomic forces in eV per Å
C -0.8176 -1.0873 -2.6496
N 0.2088 -1.0312 3.4492
O 0.3630 -1.1646 -2.5624
P -0.4935 1.1771 2.6003
H 2.8984 1.0482 0.2333
H -1.6200 0.3033 -0.8104
H -0.4762 -0.1853 0.9600
H -0.0629 0.9397 -1.2205

The calculation puts the LUMO energy (alpha / beta) at -0.483 / -1.286 eV. For the HOMO energy (alpha / beta), the calculation gives -10.00 / -7.32 eV. As for the largest force on an atom: 0.0701 Eh/bohr. As for the molar mass: 77.02 g mol⁻¹. As for the energy relative to the best compared isomer or geometry (same formula, charge and spin): 4.382 eV. The energy comes out at -13924.1510 eV.

***

- The lowest energy belongs to which entry?
  C10H10BaBrN3O4S2

***

- Among the records above, which one has the lowest energy?
  C10H10BaBrN3O4S2

***

- Which of these has the highest energy?
  CH4NOP

***

- The lowest energy belongs to which entry?
  C10H10BaBrN3O4S2